No. 1
The ion C3H5N2OS2 with charge +1 in a non-equilibrium geometry, computed with ωB97M-V with the def2-TZVPD basis set.

```
13
Properties=species:S:1:pos:R:3:forces:R:3:lowdin_charge:R:1
C 1.58814 0.08142 0.34565 3.5 -3.4 -0.3 -0.04
C -0.04249 -1.33934 -0.45927 -1.1 2.6 1.8 -0.36
C -0.64602 0.31537 -0.01389 0.1 -2.2 0.1 -0.99
N 1.33850 -1.19041 -0.13581 -3.8 4.0 1.1 0.20
N 0.63935 0.89253 0.43949 -2.3 0.5 0.1 0.05
O -0.70265 -2.25943 -0.76526 0.7 0.3 -0.3 0.20
S -1.76188 0.40241 1.46987 0.0 -0.4 -1.0 0.78
S -1.16739 0.89994 -1.58970 0.5 -1.7 -1.2 0.88
H 2.63231 0.24008 0.67045 -0.7 0.4 -0.2 0.19
H 2.00860 -1.75347 -0.48745 2.9 -2.4 -1.1 0.13
H 0.67695 1.79181 0.89840 0.2 0.2 -0.1 0.18
H -2.90609 -0.11815 0.91108 0.8 0.3 0.0 -0.07
H -1.65735 2.03725 -1.28357 -0.8 1.9 0.8 -0.14
```
Forces are in eV/Å.

* calculated total energy: -29882.1773 eV
* SMILES string: O=C1NC=[NH+]C1(S)S
* LUMO energy: -0.1764 hartree
* net charge: +1
* relative energy (zero: lowest compared OMol25 entry of this formula, charge and spin): 90.7 kJ/mol
* E_HOMO: -13.701 eV


No. 2
An isolated molecule of C3H5N3, computed with ωB97M-V with the def2-TZVPD basis set.

```
11
Properties=species:S:1:pos:R:3:forces:R:3:lowdin_charge:R:1
N 1.64772 0.70890 0.54414 0.2 -0.1 0.0 0.07
C 0.44556 0.20229 0.02109 -0.2 -0.2 0.0 -0.35
C -0.68238 -0.07675 0.75203 0.2 -0.4 -0.2 -0.08
N -1.65451 -0.39830 -0.14660 -0.1 -0.1 0.0 -0.05
N -1.20952 -0.39324 -1.40353 0.2 0.1 0.0 0.02
C 0.07422 -0.06665 -1.31453 0.0 0.1 -0.1 -0.12
H 2.44021 0.08834 0.45473 0.0 0.0 0.0 0.08
H 1.53208 0.99383 1.50985 0.1 -0.1 -0.2 0.08
H -0.65344 -0.45658 1.75587 -0.6 0.6 0.5 0.11
H -2.64618 -0.47946 0.01495 0.2 -0.2 0.0 0.15
H 0.70626 -0.12236 -2.18800 -0.1 0.3 0.0 0.10
```
Forces are in eV/Å.

* calculated total energy: -7661.4197 eV
* SMILES string: Nc1cn[nH]c1
* LUMO energy: 0.0387 hartree
* net charge: 0
* relative energy (zero: lowest compared OMol25 entry of this formula, charge and spin): 99.9 kJ/mol
* E_HOMO: -8.421 eV


No. 3
A structure of composition C3H5N3, computed with ωB97M-V with the def2-TZVPD basis set.

```
11
Properties=species:S:1:pos:R:3:forces:R:3:lowdin_charge:R:1
N 0.09360 1.74515 -0.20560 0.0 0.1 0.1 0.09
C 0.07639 0.37135 0.00701 0.0 -0.3 0.0 -0.33
C -0.97385 -0.52667 -0.22293 -0.1 0.4 0.2 -0.13
N -0.50364 -1.86151 0.09205 0.0 0.0 0.0 -0.07
N 0.77838 -1.75099 0.40487 0.0 0.1 0.0 -0.03
C 1.12274 -0.45565 0.41354 0.1 0.1 0.0 -0.12
H 0.81364 2.23357 0.30774 -0.1 -0.1 -0.1 0.09
H -0.80030 2.20253 -0.09827 0.1 -0.1 0.0 0.09
H -2.03981 -0.34871 -0.30869 0.2 0.0 0.0 0.12
H -0.69668 -1.44881 -1.07877 0.1 -0.1 -0.1 0.19
H 2.12954 -0.16027 0.68905 -0.1 -0.1 -0.1 0.11
```
Forces are in eV/Å.

* calculated total energy: -7659.5166 eV
* LUMO energy: 0.0301 hartree
* net charge: 0
* relative energy (zero: lowest compared OMol25 entry of this formula, charge and spin): 283.6 kJ/mol
* E_HOMO: -8.662 eV


No. 4
An isolated molecule of C3H5N3, computed with ωB97M-V with the def2-TZVPD basis set.

```
11
Properties=species:S:1:pos:R:3:forces:R:3:lowdin_charge:R:1
C 0.75298 -1.21686 0.88158 0.0 0.0 0.0 -0.05
C 0.10332 -0.10013 0.12950 0.0 0.0 0.0 -0.36
N 0.36340 1.17823 0.39455 -0.1 -0.2 -0.1 0.09
N -0.38007 1.83217 -0.47962 0.0 0.3 0.0 -0.10
N -1.11372 1.10527 -1.29761 0.2 -0.1 0.2 0.05
C -0.82312 -0.13790 -0.92978 0.0 0.0 0.0 -0.11
H 0.03142 -2.00394 1.12128 0.1 0.1 0.0 0.08
H 1.56094 -1.67103 0.29759 -0.1 0.1 0.1 0.08
H 1.17968 -0.83973 1.81419 -0.1 0.0 -0.1 0.07
H -0.39545 2.83998 -0.51023 0.0 -0.2 0.0 0.15
H -1.27939 -0.98605 -1.42144 0.1 0.1 0.1 0.10
```
Forces are in eV/Å.

* calculated total energy: -7661.6930 eV
* SMILES string: Cc1cn[nH]n1
* LUMO energy: 0.0430 hartree
* net charge: 0
* relative energy (zero: lowest compared OMol25 entry of this formula, charge and spin): 73.6 kJ/mol
* E_HOMO: -9.780 eV


No. 5
An isolated molecule of C3H5N3 in a non-equilibrium geometry, computed with ωB97M-V with the def2-TZVPD basis set.

```
11
Properties=species:S:1:pos:R:3:forces:R:3:lowdin_charge:R:1
N 1.02398 -0.12720 1.72820 -0.6 0.4 0.4 0.10
C 0.47466 -0.03314 0.58810 0.2 -1.5 0.3 -0.49
C 0.61610 0.62889 -0.74414 -0.4 1.5 1.3 -0.14
N -0.27268 0.00073 -1.68265 -0.6 0.2 0.6 0.04
C -1.08881 -0.66992 -0.94474 0.1 0.2 -0.2 -0.21
N -0.81543 -0.58385 0.38837 0.3 -0.6 0.3 0.08
H 1.73853 0.55150 1.94409 0.6 -0.3 -0.5 0.04
H 0.08011 1.37853 0.07876 0.2 0.6 -2.9 0.20
H 1.48165 1.10006 -1.21110 0.0 -0.3 0.7 0.12
H -1.93353 -1.25100 -1.30588 0.2 0.1 0.0 0.12
H -1.30457 -0.99459 1.16101 -0.1 -0.3 0.0 0.14
```
Forces are in eV/Å.

* calculated total energy: -7660.4325 eV
* SMILES string: [H]/N=C1\CN=CN1
* LUMO energy: 0.0314 hartree
* net charge: 0
* relative energy (zero: lowest compared OMol25 entry of this formula, charge and spin): 195.2 kJ/mol
* E_HOMO: -8.665 eV


No. 6
An isolated molecule of C3H5N3, computed with ωB97M-V with the def2-TZVPD basis set.

```
11
Properties=species:S:1:pos:R:3:forces:R:3:lowdin_charge:R:1
N -1.18158 1.62579 0.20645 -0.2 -0.3 0.0 0.11
C -0.46863 0.58269 0.07941 0.0 0.3 0.0 -0.43
C -0.65514 -0.92869 -0.02810 -0.2 0.1 0.0 -0.14
N 0.69341 -1.49034 -0.17122 0.2 0.3 0.0 0.03
C 1.49931 -0.49935 -0.14270 -0.1 -0.2 0.0 -0.20
N 0.89847 0.73863 0.00554 -0.1 -0.1 0.0 0.08
H -2.17116 1.42660 0.24875 -0.2 -0.2 0.0 0.04
H -1.14126 -1.33405 0.86672 0.1 0.1 -0.1 0.12
H -1.27538 -1.19731 -0.89076 0.1 0.1 0.1 0.12
H 2.57843 -0.61150 -0.22644 -0.2 0.2 0.0 0.12
H 1.22031 1.68812 0.05324 0.7 -0.1 -0.1 0.14
```
Forces are in eV/Å.

* calculated total energy: -7662.0004 eV
* SMILES string: [H]/N=C1\CN=CN1
* LUMO energy: 0.0363 hartree
* net charge: 0
* relative energy (zero: lowest compared OMol25 entry of this formula, charge and spin): 43.9 kJ/mol
* E_HOMO: -8.977 eV


No. 7
An isolated molecule of C3H5N3, computed with ωB97M-V with the def2-TZVPD basis set.

```
11
Properties=species:S:1:pos:R:3:forces:R:3:lowdin_charge:R:1
N 1.81290 0.20431 -0.44875 0.0 0.1 0.1 0.09
C 0.46537 0.00431 -0.11366 -0.2 0.0 0.0 -0.39
C -0.26612 0.10582 1.04960 0.1 0.0 0.0 -0.04
C -1.58687 -0.21502 0.65292 -0.1 0.0 0.0 -0.19
N -1.67220 -0.50724 -0.63209 0.0 0.0 0.3 0.01
N -0.40761 -0.36390 -1.08213 0.2 -0.1 0.0 0.00
H 2.37708 0.38895 0.37055 -0.1 -0.1 -0.1 0.08
H 1.91549 0.98303 -1.09160 0.0 -0.1 0.1 0.09
H 0.09416 0.36333 2.03563 -0.1 0.1 -0.2 0.09
H -2.48375 -0.21870 1.25986 0.1 0.0 -0.1 0.10
H -0.15225 -0.75784 -1.97332 -0.1 0.2 0.0 0.15
```
Forces are in eV/Å.

* calculated total energy: -7661.8854 eV
* SMILES string: Nc1ccn[nH]1
* LUMO energy: 0.0335 hartree
* net charge: 0
* relative energy (zero: lowest compared OMol25 entry of this formula, charge and spin): 55.0 kJ/mol
* E_HOMO: -8.578 eV


No. 8
An isolated molecule of C3H5N3 in a non-equilibrium geometry, computed with ωB97M-V with the def2-TZVPD basis set.

```
11
Properties=species:S:1:pos:R:3:forces:R:3:lowdin_charge:R:1
N 0.33440 -1.39745 -1.31067 -0.1 -0.1 -0.2 0.10
C -0.18019 -0.56487 -0.33223 0.0 -0.2 0.1 -0.56
C 0.76265 0.40568 0.19786 -0.1 -0.2 0.1 -0.08
C 0.18768 1.18196 1.10400 -0.1 0.6 0.2 -0.17
N -0.39537 1.92520 1.83957 0.7 0.0 -1.0 0.21
N -1.37187 -0.56214 0.14785 0.2 -0.3 -0.2 0.09
H 1.12019 -1.01890 -1.82001 -0.1 -0.1 0.0 0.08
H -0.36121 -1.81610 -1.90856 0.1 -0.1 0.0 0.09
H 1.79212 0.57114 -0.09531 -0.3 0.0 -0.1 0.10
H 0.07653 2.54579 2.45278 -0.3 0.3 1.2 0.09
H -1.96493 -1.27032 -0.27528 0.0 0.0 0.0 0.04
```
Forces are in eV/Å.

* calculated total energy: -7660.2691 eV
* SMILES string: [H]/N=C(\N)C=C=N
* LUMO energy: 0.0242 hartree
* net charge: 0
* relative energy (zero: lowest compared OMol25 entry of this formula, charge and spin): 211.0 kJ/mol
* E_HOMO: -8.093 eV


No. 9
An isolated molecule of C3H5N3, computed with ωB97M-V with the def2-TZVPD basis set.

```
11
Properties=species:S:1:pos:R:3:forces:R:3:lowdin_charge:R:1
N -1.97100 -0.15530 0.06293 -0.3 -0.3 -0.1 0.10
C -0.52955 -0.20295 0.03831 0.0 0.0 0.1 -0.55
N 0.29309 -1.14754 -0.22456 -0.3 0.3 0.0 0.06
N 1.59832 -0.61506 -0.13268 0.1 0.3 0.1 -0.15
C 1.87278 0.64548 0.05360 0.2 -0.5 -0.1 0.01
C -0.75237 1.05363 0.48597 0.2 0.0 -0.1 0.11
H -2.43736 -0.28923 -0.82879 0.1 0.1 0.1 0.13
H -2.45271 -0.56777 0.85085 0.1 0.0 -0.1 0.12
H 2.26903 -1.37422 -0.22320 0.0 0.2 0.0 0.13
H 2.97454 0.70895 0.11051 -0.2 0.0 0.0 0.01
H -0.82210 1.93057 -0.14683 0.0 -0.1 0.0 0.05
```
Forces are in eV/Å.

* calculated total energy: -7655.8462 eV
* LUMO energy: 0.0265 hartree
* net charge: 0
* relative energy (zero: lowest compared OMol25 entry of this formula, charge and spin): 637.7 kJ/mol
* E_HOMO: -8.250 eV


No. 10
An isolated molecule of C3H5N3 in a non-equilibrium geometry, computed with ωB97M-V with the def2-TZVPD basis set.

```
11
Properties=species:S:1:pos:R:3:forces:R:3:lowdin_charge:R:1
C 0.62139 -0.30188 -1.26996 -0.1 -2.1 0.3 -0.03
N 0.02474 0.05726 -0.02116 0.1 0.3 0.4 -0.14
C 0.16790 -0.63700 1.13007 -0.2 0.3 0.7 -0.19
N -0.59091 -0.13700 2.05936 0.2 -0.1 0.6 0.00
N -1.23675 0.93446 1.53176 -0.3 0.2 0.0 0.00
C -0.85302 1.03574 0.29546 -0.3 0.2 -0.2 -0.18
H -0.10400 -0.19775 -2.05496 -0.3 0.1 -0.5 0.08
H 0.75806 -1.42937 -1.11076 0.6 1.6 -0.9 0.12
H 1.50884 0.27690 -1.50540 0.2 -0.3 0.1 0.09
H 0.90518 -1.38045 1.34158 0.1 -0.5 -0.4 0.12
H -1.20143 1.77908 -0.39598 0.0 0.1 -0.2 0.12
```
Forces are in eV/Å.

* calculated total energy: -7661.4012 eV
* SMILES string: Cn1cnnc1
* LUMO energy: 0.0246 hartree
* net charge: 0
* relative energy (zero: lowest compared OMol25 entry of this formula, charge and spin): 101.7 kJ/mol
* E_HOMO: -9.774 eV


No. 11
An isolated molecule of C3H5N3 in a non-equilibrium geometry, computed with ωB97M-V with the def2-TZVPD basis set.

```
11
Properties=species:S:1:pos:R:3:forces:R:3:lowdin_charge:R:1
C -1.66495 -0.42202 0.00199 0.4 0.1 -0.1 -0.04
C -0.13885 -0.31462 -0.13022 0.6 1.2 0.2 -0.32
N 0.83868 -1.19764 -0.16011 1.0 1.6 0.6 0.10
N 2.04377 -0.36899 -0.16863 -1.6 -0.9 0.6 -0.08
N 1.76089 0.92477 -0.04017 -0.2 0.0 -0.2 0.00
C 0.46923 1.03193 -0.06975 -0.1 -0.3 -0.2 -0.13
H -1.90590 0.19317 0.87903 0.0 -0.1 -0.2 0.07
H -2.15351 0.06582 -0.85138 0.2 -0.1 0.1 0.07
H -2.16852 -1.38677 0.15201 0.8 0.0 -0.2 0.07
H 2.83828 -0.57893 0.45125 -0.6 -0.9 -0.8 0.14
H 0.08089 2.05329 -0.06401 -0.4 -0.7 0.0 0.11
```
Forces are in eV/Å.

* calculated total energy: -7660.8269 eV
* SMILES string: Cc1cn[nH]n1
* LUMO energy: 0.0390 hartree
* net charge: 0
* relative energy (zero: lowest compared OMol25 entry of this formula, charge and spin): 157.1 kJ/mol
* E_HOMO: -9.879 eV


No. 12
A cluster of 2 separate species, C3H5N3 in total in a non-equilibrium geometry, computed with ωB97M-V with the def2-TZVPD basis set.

```
11
Properties=species:S:1:pos:R:3:forces:R:3:lowdin_charge:R:1
C -1.78919 -0.10140 0.13907 -0.1 0.0 -0.1 -0.11
N -0.60651 -0.14985 1.00072 0.4 -0.3 -0.1 -0.01
N 0.69365 1.94025 -0.36706 1.0 -0.3 -0.4 0.07
C 1.71640 1.47957 -0.64506 -0.9 0.6 0.2 -0.12
C 1.42343 -1.12960 0.14780 -0.4 0.0 0.2 0.04
N 0.34850 -0.77438 0.56895 0.1 0.0 0.0 -0.17
H -2.56290 -0.74350 0.57503 0.1 0.1 -0.1 0.07
H -1.58271 -0.41558 -0.89163 0.0 0.0 0.2 0.07
H -2.14143 0.93325 0.13714 0.0 -0.2 0.0 0.07
H 2.67147 1.08647 -0.91964 -0.1 0.1 0.0 0.05
H 1.82930 -2.12522 0.25467 -0.1 -0.1 0.0 0.05
```
Forces are in eV/Å.

* calculated total energy: -7658.2528 eV
* LUMO energy: 0.0381 hartree
* net charge: 0
* relative energy (zero: lowest compared OMol25 entry of this formula, charge and spin): 405.5 kJ/mol
* E_HOMO: -8.881 eV